1.
Below is a structure of composition C46H94AsF6N14O2 in a non-equilibrium geometry, with properties calculated with ωB97M-V with the def2-TZVPD basis set.

```
163
Properties=species:S:1:pos:R:3:mulliken_charge:R:1
As -12.96 4.74 -6.68 2.026
F -14.79 4.77 -6.62 -0.540
F -13.09 5.44 -8.30 -0.496
F -11.14 4.71 -6.82 -0.505
F -12.97 3.99 -5.12 -0.469
F -13.07 3.15 -7.51 -0.523
F -12.83 6.33 -5.87 -0.496
C -10.10 10.99 -9.42 -1.147
C -11.29 11.16 -10.32 -0.463
N -11.20 12.30 -11.23 0.256
C -10.40 12.23 -12.42 -0.404
C -10.74 13.34 -13.21 -0.309
N -11.87 13.95 -12.61 0.104
C -12.19 13.29 -11.46 -0.183
C -12.57 15.11 -13.02 -0.772
H -9.15 11.04 -9.96 0.329
H -10.09 10.07 -8.84 0.377
H -10.04 11.76 -8.65 0.327
H -12.16 11.37 -9.71 0.296
H -11.61 10.26 -10.84 0.389
H -9.69 11.44 -12.64 0.418
H -10.36 13.74 -14.14 0.430
H -13.07 13.51 -10.87 0.371
H -13.65 14.97 -13.05 0.322
H -12.27 15.47 -14.01 0.294
H -12.41 15.89 -12.27 0.365
C -12.52 5.95 -14.08 -0.973
C -11.09 5.56 -14.55 -0.637
N -10.67 4.30 -13.93 0.187
C -11.03 3.03 -14.34 -0.395
C -10.67 2.18 -13.37 -0.290
N -9.85 2.86 -12.46 0.089
C -9.90 4.20 -12.82 0.011
C -9.15 2.29 -11.29 -0.770
H -12.58 6.07 -13.00 0.338
H -13.24 5.31 -14.59 0.329
H -12.75 6.88 -14.62 0.356
H -10.36 6.32 -14.26 0.324
H -11.11 5.49 -15.64 0.350
H -11.86 2.93 -15.03 0.344
H -10.97 1.14 -13.28 0.419
H -9.31 4.98 -12.38 0.356
H -9.95 1.84 -10.71 0.362
H -8.74 3.19 -10.85 0.270
H -8.39 1.56 -11.59 0.329
C -17.53 -1.12 -12.91 -1.002
C -17.51 -2.00 -14.14 -0.618
N -18.85 -2.22 -14.66 0.153
C -19.52 -1.38 -15.56 -0.371
C -20.84 -1.93 -15.74 -0.354
N -20.77 -3.19 -15.11 0.103
C -19.62 -3.30 -14.40 -0.081
C -21.84 -4.17 -14.90 -0.868
H -16.64 -0.56 -12.61 0.369
H -17.94 -1.69 -12.07 0.313
H -18.32 -0.39 -13.06 0.292
H -17.10 -2.97 -13.85 0.316
H -16.91 -1.61 -14.96 0.413
H -19.12 -0.42 -15.85 0.428
H -21.66 -1.59 -16.36 0.460
H -19.37 -4.14 -13.77 0.405
H -21.67 -5.04 -15.54 0.350
H -22.75 -3.76 -15.35 0.350
H -21.95 -4.44 -13.85 0.343
C -22.02 1.44 -10.98 -1.103
C -22.11 2.89 -11.41 -0.486
N -21.31 3.82 -10.59 0.181
C -20.44 4.77 -11.13 -0.457
C -20.10 5.64 -10.15 -0.256
N -20.69 5.23 -8.97 0.084
C -21.51 4.19 -9.29 -0.128
C -20.47 5.94 -7.64 -0.794
H -22.62 1.33 -10.08 0.363
H -20.99 1.10 -10.88 0.314
H -22.50 0.83 -11.76 0.351
H -23.19 3.06 -11.33 0.292
H -21.96 3.03 -12.48 0.414
H -20.18 4.92 -12.17 0.386
H -19.55 6.57 -10.22 0.417
H -22.33 3.81 -8.70 0.424
H -21.25 6.68 -7.47 0.354
H -19.53 6.48 -7.67 0.309
H -20.57 5.22 -6.83 0.336
C -15.92 0.54 4.07 -1.014
C -15.33 0.41 2.66 -0.633
N -14.39 1.46 2.32 0.166
C -13.04 1.36 2.36 -0.149
C -12.62 2.59 1.87 -0.582
N -13.71 3.40 1.53 0.171
C -14.79 2.70 1.93 -0.110
C -13.60 4.65 0.80 -0.740
H -15.15 0.50 4.83 0.335
H -16.57 -0.32 4.26 0.362
H -16.45 1.49 4.15 0.355
H -16.03 0.36 1.83 0.368
H -14.76 -0.52 2.63 0.301
H -12.58 0.45 2.73 0.450
H -11.60 2.84 1.62 0.395
H -15.83 2.95 1.80 0.375
H -12.80 4.61 0.07 0.319
H -13.42 5.55 1.40 0.326
H -14.60 4.86 0.42 0.306
C -9.20 -1.08 -3.02 -1.021
C -8.30 -2.28 -2.87 -0.542
N -9.00 -3.53 -3.06 0.233
C -9.27 -4.10 -4.30 -0.337
C -9.79 -5.35 -4.20 -0.490
N -9.89 -5.59 -2.83 0.128
C -9.38 -4.50 -2.11 -0.117
C -10.34 -6.84 -2.27 -0.823
H -10.03 -1.10 -2.33 0.308
H -9.51 -0.97 -4.06 0.329
H -8.64 -0.17 -2.80 0.364
H -7.83 -2.41 -1.89 0.363
H -7.54 -2.25 -3.64 0.335
H -9.08 -3.49 -5.17 0.429
H -10.20 -6.07 -4.90 0.464
H -9.37 -4.39 -1.03 0.380
H -10.05 -6.91 -1.22 0.307
H -10.08 -7.72 -2.85 0.346
H -11.42 -6.83 -2.18 0.345
C -15.21 11.83 -2.85 -0.844
N -15.97 13.15 -2.57 -0.113
C -15.51 13.62 -1.17 -0.915
C -15.46 14.28 -3.55 -0.879
C -17.57 12.97 -2.85 -0.507
C -18.32 12.18 -1.71 -0.598
O -17.82 10.92 -1.75 -0.492
H -15.39 11.11 -2.05 0.370
H -14.13 11.95 -2.86 0.389
H -15.65 11.30 -3.70 0.352
H -15.99 14.59 -1.03 0.394
H -14.43 13.74 -1.15 0.391
H -15.83 12.85 -0.47 0.394
H -14.41 14.49 -3.34 0.381
H -16.13 15.13 -3.46 0.414
H -15.52 13.97 -4.59 0.369
H -17.63 12.57 -3.86 0.398
H -17.96 13.98 -2.92 0.368
H -19.41 12.19 -1.77 0.416
H -18.19 12.74 -0.79 0.377
H -17.96 10.57 -0.86 0.335
C -15.72 -1.92 -6.06 -0.963
N -16.41 -2.15 -4.67 -0.052
C -15.57 -3.23 -4.00 -0.950
C -16.36 -0.87 -3.89 -0.887
C -17.85 -2.73 -4.80 -0.468
C -18.68 -2.03 -5.97 -0.662
O -18.66 -0.66 -5.79 -0.492
H -15.59 -2.85 -6.62 0.366
H -14.75 -1.44 -5.91 0.416
H -16.31 -1.21 -6.62 0.424
H -14.53 -2.97 -3.81 0.368
H -15.68 -4.13 -4.60 0.393
H -16.16 -3.26 -3.08 0.462
H -17.04 -0.99 -3.05 0.390
H -16.72 -0.04 -4.51 0.396
H -15.38 -0.76 -3.44 0.347
H -18.29 -2.75 -3.80 0.400
H -17.69 -3.77 -5.09 0.369
H -19.66 -2.51 -6.01 0.400
H -18.25 -2.26 -6.95 0.382
H -18.96 -0.35 -4.94 0.362
```

The energy above the lowest of the compared OMol25 structures with the same formula, charge and spin comes out at 0.0 kcal/mol. Its LUMO energy is -10.394 eV. The net charge is +7. For the HOMO energy, the calculation gives -19.7 eV. The gap between HOMO and LUMO is 9.34 eV. Its energy is -151258.89606 eV.



2.
Below is a cluster of 3 separate species, C18H35O10P in total in a non-equilibrium geometry, with properties calculated with ωB97M-V with the def2-TZVPD basis set.

```
64
Properties=species:S:1:pos:R:3:nbo_charge:R:1
C -5.31 -3.18 3.26 -0.747
C -4.88 -1.83 3.80 0.807
O -4.34 -1.71 4.87 -0.564
O -5.16 -0.72 3.07 -0.515
C -5.67 -0.80 1.74 -0.068
C -5.28 0.49 1.02 -0.765
P -3.97 0.36 -0.31 1.068
C -2.59 1.32 0.49 -0.753
C -1.45 0.44 0.99 -0.065
O -1.92 -0.49 1.97 -0.501
C -1.39 -1.70 1.85 0.672
O -1.70 -2.65 2.54 -0.605
O -3.42 -1.20 -0.12 -0.815
C -3.86 -2.11 -1.13 -0.077
C -3.48 -3.53 -0.75 0.072
C -3.88 -4.50 -1.87 -0.637
O -2.07 -3.61 -0.53 -0.733
H -4.49 -3.63 2.71 0.249
H -5.53 -3.82 4.11 0.248
H -6.18 -3.11 2.60 0.214
H -5.29 -1.68 1.21 0.189
H -6.76 -0.86 1.79 0.179
H -4.94 1.17 1.80 0.250
H -6.16 0.96 0.57 0.229
H -2.98 1.87 1.35 0.224
H -2.16 2.00 -0.22 0.270
H -1.00 -0.08 0.14 0.194
H -0.67 1.06 1.44 0.196
H -0.65 -1.78 1.04 0.107
H -3.42 -1.83 -2.10 0.190
H -4.95 -2.06 -1.24 0.173
H -3.99 -3.76 0.19 0.166
H -4.17 -5.47 -1.45 0.215
H -4.69 -4.12 -2.48 0.207
H -3.00 -4.67 -2.49 0.230
H -1.91 -4.00 0.33 0.488
C 4.14 3.48 0.05 -0.643
C 3.19 3.89 -1.05 -0.069
O 2.04 3.04 -1.13 -0.499
C 0.96 3.20 -0.36 0.811
C 0.98 4.20 0.78 -0.746
O 0.00 2.49 -0.56 -0.608
H 3.69 3.57 1.03 0.205
H 5.04 4.10 0.03 0.224
H 4.45 2.44 -0.08 0.241
H 2.88 4.94 -0.97 0.172
H 3.67 3.78 -2.02 0.194
H 1.22 3.66 1.69 0.249
H -0.02 4.62 0.88 0.247
H 1.69 5.01 0.65 0.222
C 6.66 -1.04 -2.81 -0.637
C 6.01 0.32 -2.67 -0.070
O 6.06 0.81 -1.33 -0.511
C 7.13 1.46 -0.82 0.799
C 8.41 1.54 -1.62 -0.744
O 7.04 1.92 0.28 -0.575
H 7.72 -1.01 -2.57 0.207
H 6.54 -1.41 -3.82 0.221
H 6.19 -1.75 -2.12 0.224
H 6.43 1.05 -3.36 0.173
H 4.95 0.25 -2.89 0.203
H 9.08 0.75 -1.28 0.248
H 8.88 2.50 -1.41 0.249
H 8.28 1.45 -2.69 0.218
```

The energy above the lowest of the compared OMol25 structures with the same formula, charge and spin comes out at 0.0 kcal/mol. Its LUMO energy is 0.510 eV. The net charge is 0. For the HOMO energy, the calculation gives -8.4 eV. The SMILES is CC(=O)OCCP(CCOC=O)OC[C@@H](C)O.CCOC(C)=O.CCOC(C)=O. The gap between HOMO and LUMO is 8.95 eV. Its energy is -48997.24384 eV.



3.
Below is a cluster of 3 separate species, C26H33N3O2 in total in a non-equilibrium geometry, with properties calculated with ωB97M-V with the def2-TZVPD basis set.

```
64
Properties=species:S:1:pos:R:3:mulliken_charge:R:1
C -6.73 -2.45 -0.21 -0.667
C -6.98 -1.87 -1.61 -0.623
C -5.86 -0.85 -1.85 -0.706
N -4.87 -1.11 -0.82 0.165
C -3.66 -0.49 -0.79 1.160
C -3.42 0.67 -1.58 -0.608
C -2.18 1.28 -1.57 -0.961
C -1.09 0.72 -0.85 0.904
C 0.19 1.34 -0.82 -1.343
C 1.41 0.62 -0.92 0.219
C 1.50 -0.68 -1.50 -0.796
C 2.72 -1.32 -1.63 -0.727
C 3.87 -0.80 -0.97 1.231
N 5.05 -1.49 -0.96 0.121
C 6.01 -1.40 0.12 -0.618
C 7.08 -2.46 -0.19 -0.595
C 6.89 -2.83 -1.67 -0.560
C 5.48 -2.34 -2.06 -0.579
C 3.76 0.46 -0.31 -0.535
C 2.62 1.21 -0.46 -1.210
C -1.34 -0.46 -0.08 -0.674
C -2.61 -1.00 0.02 -0.975
C -5.25 -2.16 0.10 -0.679
H -7.36 -1.94 0.52 0.292
H -6.94 -3.52 -0.16 0.335
H -6.90 -2.66 -2.37 0.279
H -7.96 -1.40 -1.70 0.327
H -5.43 -0.95 -2.86 0.377
H -6.24 0.18 -1.77 0.274
H -4.24 1.08 -2.18 0.307
H -2.01 2.19 -2.16 0.407
H 0.23 2.42 -0.97 0.359
H 0.60 -1.16 -1.89 0.387
H 2.81 -2.26 -2.19 0.214
H 6.45 -0.39 0.17 0.263
H 5.53 -1.58 1.10 0.312
H 8.08 -2.07 0.01 0.313
H 6.91 -3.33 0.44 0.289
H 7.62 -2.31 -2.29 0.283
H 6.98 -3.90 -1.84 0.307
H 4.79 -3.18 -2.20 0.226
H 5.50 -1.78 -3.01 0.295
H 4.62 0.84 0.24 0.227
H 2.62 2.27 -0.19 0.887
H -0.51 -0.93 0.45 0.584
H -2.79 -1.85 0.67 0.343
H -5.10 -1.86 1.15 0.312
H -4.64 -3.06 -0.06 0.315
O -1.11 2.94 5.66 -0.407
C -1.94 2.11 5.59 0.808
C -1.10 2.64 1.79 -0.439
C -0.90 4.07 2.03 -0.492
C 0.64 4.17 2.15 -0.711
C 1.17 2.75 2.28 -0.307
N 0.02 1.94 1.82 0.109
O -2.77 1.28 5.50 -0.395
H -2.07 2.18 1.56 0.491
H -1.30 4.68 1.22 0.256
H -1.38 4.39 2.97 0.255
H 1.05 4.62 1.24 0.313
H 0.95 4.78 3.00 0.388
H 2.05 2.54 1.67 0.000
H 1.42 2.52 3.33 0.424
H 0.06 0.93 1.90 0.252
```

The energy above the lowest of the compared OMol25 structures with the same formula, charge and spin comes out at 130.6 kcal/mol. Its LUMO energy is 0.081 eV. The net charge is 0. For the HOMO energy, the calculation gives -4.3 eV. The gap between HOMO and LUMO is 4.38 eV. Its energy is -36059.80985 eV.



4.
Below is a cluster of 3 separate species, C20H29N6O6PS2 in total in a non-equilibrium geometry, with properties calculated with ωB97M-V with the def2-TZVPD basis set.

```
64
Properties=species:S:1:pos:R:3:nbo_charge:R:1
N -4.99 -1.51 -1.46 -1.260
P -3.56 -0.81 -1.45 1.292
C -2.18 -1.78 -2.27 -0.091
C -1.09 -2.22 -1.18 -0.427
C -0.46 -1.03 -0.37 -0.425
C 0.77 -0.32 -1.07 -0.414
C 0.24 1.08 -1.63 -0.401
C 0.38 2.25 -0.59 -0.395
C -0.61 3.43 -0.98 -0.416
C -0.87 3.57 -2.53 -0.519
S -1.32 5.33 -2.84 0.245
C -1.69 5.56 -4.58 0.262
N -2.97 5.93 -4.92 -0.267
N -2.99 6.09 -6.27 -0.274
C -1.75 5.80 -6.73 0.255
O -0.90 5.47 -5.69 -0.407
O -1.32 -1.09 -3.23 -0.706
S -0.56 -2.08 -4.31 2.454
O -0.95 -1.81 -5.69 -0.842
O 0.84 -2.37 -4.01 -0.857
O -1.35 -3.47 -3.80 -0.668
C -2.49 -3.16 -2.98 0.225
N -3.63 -3.29 -3.91 -0.595
C -3.95 -2.22 -4.46 0.898
O -4.21 -1.12 -4.75 -0.452
H -4.89 -2.43 -1.90 0.370
H -3.60 0.45 -2.13 -0.034
H -3.25 -0.53 -0.07 -0.032
H -0.25 -2.79 -1.63 0.252
H -1.55 -2.92 -0.41 0.223
H -0.07 -1.47 0.59 0.232
H -1.17 -0.23 -0.06 0.194
H 1.19 -0.93 -1.91 0.229
H 1.57 -0.15 -0.32 0.215
H -0.86 0.95 -1.82 0.185
H 0.77 1.34 -2.58 0.217
H 0.05 1.92 0.43 0.192
H 1.41 2.66 -0.54 0.215
H -1.60 3.33 -0.45 0.208
H -0.20 4.41 -0.61 0.218
H 0.00 3.32 -3.17 0.227
H -1.77 2.95 -2.78 0.221
H -1.49 5.87 -7.81 0.224
H -2.53 -3.92 -2.17 0.228
C 2.29 -0.21 4.12 -0.306
C 1.29 -1.16 4.48 -0.317
C 0.10 -0.71 3.97 -0.074
N 0.34 0.47 3.31 -0.506
C 1.68 0.78 3.40 -0.074
H 3.34 -0.26 4.36 0.218
H 1.43 -2.06 5.05 0.222
H -0.89 -1.12 4.01 0.214
H -0.35 1.03 2.85 0.412
H 2.07 1.67 2.94 0.215
C 6.02 -2.71 7.53 -0.309
C 5.02 -3.65 7.89 -0.295
C 3.83 -3.20 7.37 -0.082
N 4.07 -2.02 6.72 -0.509
C 5.40 -1.72 6.81 -0.078
H 7.07 -2.75 7.77 0.221
H 5.16 -4.55 8.46 0.219
H 2.83 -3.61 7.42 0.208
H 3.37 -1.47 6.25 0.415
H 5.79 -0.82 6.35 0.208
```

Its LUMO energy is -0.131 eV. The net charge is 0. For the HOMO energy, the calculation gives -8.3 eV. The SMILES is N=[PH2][C@]1(CCCCCCCSc2nnco2)OS(=O)(=O)O[C@@H]1N=C=O.c1cc[nH]c1.c1cc[nH]c1. The gap between HOMO and LUMO is 8.20 eV. Its energy is -73388.99229 eV.



- Which value of gap between HOMO and LUMO does entry 2 give?
  8.95 eV



- Which of these has the lowest energy?
  C46H94AsF6N14O2